1.
Formula: C28H47BrCuN2OP2
Source: OMol25
Level of theory: wB97M-V/def2-TZVPD

HOMO (spin up / spin down) = -12.81 / -12.81 eV
Charge = +2
Energy relative to the best compared isomer or geometry (same formula, charge and spin) = 0.00 kJ/mol
Spin multiplicity = 2
HOMO-LUMO gap (spin up / spin down) = 7.6 / 4.4 eV

Each line ends with the Mulliken spin population.
Positions of all 82 atoms, in Å:
N1 -6.513 4.626 -4.492  0.00
C1 -6.301 4.996 -3.227  0.00
C2 -5.259 4.480 -2.439  0.00
C3 -4.458 3.429 -2.955  0.00
C4 -4.718 3.052 -4.300  0.00
C5 -5.734 3.690 -5.031  0.00
C6 -3.416 2.760 -2.156  0.00
Cu1 -0.634 -0.034 0.534  0.00
P1 4.388 -0.700 0.643  0.64
C7 -2.734 1.636 -2.528  0.00
C8 -1.403 1.317 -2.084  0.00
C9 -0.359 1.024 -2.971  0.00
C10 0.942 1.462 -2.686  0.00
C11 1.285 2.111 -1.500  0.00
C12 0.340 1.957 -0.447  0.00
C13 -0.999 1.527 -0.725  0.00
Br1 2.885 3.018 -1.286  0.00
H1 -3.111 3.274 -1.242  0.00
H2 -3.098 1.060 -3.376  0.00
H3 -5.102 4.848 -1.425  0.00
H4 -4.142 2.270 -4.788  0.00
H5 -6.966 5.747 -2.793  0.00
H6 -5.934 3.434 -6.078  0.00
H7 -0.601 0.699 -3.986  0.00
H8 -1.821 1.692 -0.004  0.00
H9 1.669 1.406 -3.492  0.00
H10 0.514 2.426 0.526  0.00
P2 -0.648 -2.132 0.142  0.00
C14 4.901 1.038 0.957  0.07
C15 6.183 1.475 0.220  0.00
H11 5.103 1.097 2.040  0.00
H12 4.040 1.671 0.689  0.04
H13 6.255 2.568 0.221  0.00
H14 7.089 1.100 0.718  0.00
H15 6.214 1.121 -0.817  0.00
C16 3.695 -0.986 -1.022  0.15
C17 4.585 -2.007 -1.752  0.03
H16 3.648 -0.011 -1.532  0.01
H17 2.672 -1.386 -0.897  -0.03
H18 4.224 -2.171 -2.773  0.00
H19 5.620 -1.652 -1.804  0.01
H20 4.606 -2.967 -1.219  0.00
C18 3.160 -1.179 1.882  0.03
C19 4.016 -1.748 3.019  0.01
H21 2.446 -1.918 1.494  0.01
H22 2.564 -0.303 2.180  0.04
H23 3.476 -2.469 3.637  0.00
H24 4.891 -2.252 2.590  -0.01
H25 4.394 -0.926 3.635  0.00
C20 -0.488 -3.114 1.672  0.00
C21 -1.134 -4.479 1.542  0.00
H26 -0.910 -2.526 2.501  0.00
H27 0.585 -3.191 1.898  0.00
H28 -2.168 -4.448 1.893  0.00
H29 -1.102 -4.864 0.516  0.00
H30 -0.612 -5.189 2.186  0.00
C22 0.458 -2.834 -1.117  0.00
C23 0.037 -2.586 -2.555  0.00
H31 0.542 -3.906 -0.892  0.00
H32 1.431 -2.372 -0.897  -0.01
H33 -1.037 -2.717 -2.714  0.00
H34 0.322 -1.584 -2.888  0.00
H35 0.562 -3.312 -3.176  0.00
C24 -2.327 -2.176 -0.575  0.00
C25 -3.418 -1.831 0.436  0.00
H36 -2.452 -3.156 -1.052  0.00
H37 -2.305 -1.430 -1.388  0.00
H38 -4.237 -1.339 -0.102  0.00
H39 -3.801 -2.737 0.920  0.00
H40 -3.042 -1.146 1.214  0.00
C26 -1.714 -0.111 4.442  0.00
N2 -0.387 0.489 4.592  0.00
C27 -0.240 1.570 5.553  0.00
C28 0.519 0.389 3.613  0.00
O1 0.280 -0.162 2.510  0.01
H41 -2.228 0.080 5.377  0.00
H42 -1.618 -1.185 4.276  0.00
H43 -2.256 0.350 3.612  0.00
H44 0.734 1.527 6.044  0.00
H45 -0.337 2.556 5.079  0.00
H46 -1.025 1.462 6.299  0.00
H47 1.515 0.804 3.880  0.00


2.
Formula: C28H47ClINO11
Source: OMol25
Level of theory: wB97M-V/def2-TZVPD

HOMO = -9.03 eV
Energy relative to the best compared isomer or geometry (same formula, charge and spin) = 214.67 kJ/mol
SMILES = O=CCC1=CC(=O)c2c(I)c(CCCCl)cc(-c3ccccn3)c2C1=O.CO.CO.CO.CO.CO.CO.CO.CO
HOMO-LUMO gap = 7.9 eV

Each line ends with the Mulliken charge.
Positions of all 89 atoms, in Å:
O1 -1.043 5.990 -5.380  -0.48
C1 -1.098 5.429 -4.308  -0.09
C2 -0.742 6.273 -3.043  -0.59
C3 -0.232 5.449 -1.822  0.59
C4 -0.432 5.962 -0.575  -0.77
C5 0.072 5.259 0.726  0.02
O2 0.202 5.973 1.694  -0.54
C6 0.400 3.756 0.671  0.31
C7 0.500 2.866 1.804  -1.25
I1 0.157 3.585 3.807  0.05
C8 0.836 1.424 1.690  1.00
C9 0.973 0.515 2.948  -0.42
C10 1.228 -1.002 2.615  -0.84
C11 1.731 -1.819 3.880  -0.15
Cl1 1.468 -3.601 3.521  -0.31
C12 1.033 0.885 0.355  -0.53
C13 0.904 1.767 -0.822  0.78
C14 1.103 1.050 -2.204  -0.52
C15 -0.076 0.456 -2.760  -0.32
C16 0.011 -0.277 -4.024  -0.69
C17 1.370 -0.293 -4.551  -0.29
C18 2.412 0.404 -3.845  -0.22
N1 2.384 1.102 -2.670  -0.27
C19 0.617 3.174 -0.686  0.47
C20 0.525 4.108 -1.913  0.76
O3 1.069 3.840 -2.968  -0.59
H1 -1.443 4.360 -4.287  0.35
H2 0.011 7.080 -3.260  0.29
H3 -1.690 6.796 -2.730  0.39
H4 -0.967 6.943 -0.490  0.36
H5 0.054 0.566 3.588  0.50
H6 1.863 0.860 3.551  0.42
H7 2.060 -1.082 1.862  0.30
H8 0.294 -1.517 2.268  0.30
H9 2.809 -1.604 4.098  0.37
H10 1.144 -1.523 4.793  -0.01
H11 1.286 -0.189 0.191  0.18
H12 -1.053 0.548 -2.237  0.34
H13 -0.876 -0.775 -4.463  0.41
H14 1.600 -0.837 -5.493  0.31
H15 3.441 0.380 -4.337  0.33
C21 4.978 3.470 -3.187  -0.29
O4 4.245 4.619 -3.592  -0.55
H16 6.041 3.685 -3.284  0.29
H17 4.751 3.231 -2.145  0.20
H18 4.722 2.621 -3.826  0.03
H19 3.309 4.407 -3.498  0.31
C22 -3.558 -0.353 -0.228  -0.50
O5 -2.515 -1.301 -0.043  -0.43
H20 -3.148 0.649 -0.104  0.24
H21 -3.971 -0.452 -1.235  0.10
H22 -4.341 -0.518 0.516  0.36
H23 -2.904 -2.176 -0.157  0.26
C23 0.256 -0.738 7.658  -0.50
O6 1.283 -0.579 6.683  -0.48
H24 -0.431 -1.512 7.318  0.29
H25 0.695 -1.038 8.611  0.18
H26 -0.289 0.202 7.778  0.24
H27 1.877 0.108 7.006  0.25
C24 -5.211 -2.038 -3.607  -0.69
O7 -4.777 -2.974 -2.622  -0.58
H28 -6.077 -1.500 -3.225  0.27
H29 -4.408 -1.328 -3.818  0.20
H30 -5.490 -2.567 -4.519  0.44
H31 -4.012 -3.435 -2.985  0.32
C25 -6.960 -5.772 -4.577  -0.55
O8 -7.044 -4.392 -4.247  -0.46
H32 -7.744 -6.007 -5.296  0.22
H33 -5.986 -5.990 -5.023  0.25
H34 -7.101 -6.380 -3.680  0.26
H35 -6.342 -4.208 -3.609  0.31
C26 4.488 -0.795 -7.066  -0.61
O9 4.546 -0.849 -5.644  -0.46
H36 3.813 0.009 -7.357  0.25
H37 5.482 -0.595 -7.472  0.30
H38 4.111 -1.743 -7.459  0.26
H39 5.146 -1.566 -5.413  0.26
C27 0.489 -0.284 11.950  -0.53
O10 1.520 -0.121 10.983  -0.47
H40 -0.193 -1.059 11.604  0.21
H41 0.921 -0.586 12.907  0.27
H42 -0.060 0.653 12.070  0.27
H43 2.110 0.567 11.308  0.28
C28 0.614 -7.610 2.782  -0.49
O11 0.236 -6.410 3.441  -0.42
H44 -0.207 -8.322 2.856  0.20
H45 0.822 -7.408 1.728  0.23
H46 1.502 -8.034 3.260  0.24
H47 0.976 -5.795 3.364  0.32


3.
Formula: C28H47N4RbSi4Te
Source: OMol25
Level of theory: wB97M-V/def2-TZVPD

HOMO = -6.02 eV
HOMO-LUMO gap = 6.0 eV

Each line ends with the Mulliken charge.
Positions of all 85 atoms, in Å:
Rb1 -0.683 0.022 -0.728  1.04
C1 0.573 -0.003 3.134  -1.10
C2 1.086 -1.384 2.681  0.14
C3 2.297 -1.218 1.808  -0.08
C4 3.585 -1.452 2.280  -0.90
C5 4.660 -1.236 1.433  -0.28
C6 4.411 -0.802 0.141  -0.74
C7 3.094 -0.591 -0.240  -0.21
N1 2.067 -0.794 0.569  0.21
N2 -0.799 0.261 2.736  0.74
C8 -1.138 1.654 3.013  -0.78
C9 -0.232 2.644 2.324  0.30
C10 0.365 3.675 3.042  -0.82
C11 1.196 4.571 2.386  -0.40
C12 1.401 4.403 1.025  -0.70
C13 0.763 3.348 0.392  -0.25
N3 -0.042 2.496 1.014  0.04
C14 -1.744 -0.635 3.392  -1.17
C15 -2.100 -1.889 2.622  0.78
C16 -2.528 -3.008 3.330  -1.07
C17 -2.907 -4.149 2.641  -0.39
C18 -2.847 -4.129 1.254  -0.71
C19 -2.416 -2.971 0.634  -0.23
N4 -2.053 -1.869 1.290  0.06
H1 1.197 0.760 2.664  0.58
H2 0.693 0.105 4.227  0.29
H3 0.309 -1.871 2.095  0.00
H4 1.326 -2.007 3.543  0.40
H5 3.744 -1.794 3.292  0.39
H6 5.670 -1.412 1.774  0.42
H7 5.212 -0.636 -0.561  0.42
H8 2.843 -0.252 -1.239  0.24
H9 -1.117 1.864 4.098  0.33
H10 -2.158 1.820 2.655  0.46
H11 0.182 3.784 4.100  0.38
H12 1.692 5.358 2.933  0.42
H13 2.038 5.071 0.466  0.40
H14 0.912 3.166 -0.666  0.47
H15 -2.687 -0.100 3.549  0.53
H16 -1.381 -0.930 4.390  0.31
H17 -2.571 -2.978 4.407  0.42
H18 -3.234 -5.030 3.169  0.43
H19 -3.136 -4.988 0.671  0.39
H20 -2.362 -2.913 -0.448  0.38
C20 1.626 -1.429 -9.101  -1.12
Si1 1.842 -0.960 -7.260  0.29
C21 2.381 -2.598 -6.433  -1.04
C22 3.349 0.214 -7.230  -1.10
Si2 0.079 -0.013 -6.028  -0.01
Te1 0.976 0.230 -3.770  -0.72
Si3 -1.827 -1.341 -6.348  0.35
C23 -2.367 -1.075 -8.159  -1.05
C24 -3.359 -0.932 -5.269  -1.00
C25 -1.550 -3.221 -6.135  -1.12
Si4 -0.468 2.112 -6.864  0.30
C26 -2.288 2.551 -6.474  -1.16
C27 0.571 3.491 -6.047  -1.01
C28 -0.244 2.299 -8.751  -1.07
H21 2.565 -1.782 -9.521  0.36
H22 1.299 -0.583 -9.698  0.32
H23 0.896 -2.224 -9.226  0.31
H24 3.307 -2.988 -6.848  0.36
H25 1.618 -3.359 -6.569  0.26
H26 2.524 -2.469 -5.365  0.24
H27 4.263 -0.278 -7.553  0.37
H28 3.517 0.598 -6.230  0.29
H29 3.187 1.065 -7.886  0.29
H30 -2.712 -0.056 -8.313  0.23
H31 -3.169 -1.741 -8.466  0.42
H32 -1.530 -1.237 -8.834  0.24
H33 -3.684 0.088 -5.447  0.31
H34 -3.134 -1.024 -4.206  0.20
H35 -4.205 -1.583 -5.483  0.35
H36 -0.791 -3.571 -6.828  0.28
H37 -2.451 -3.802 -6.320  0.38
H38 -1.206 -3.453 -5.131  0.31
H39 -2.501 2.383 -5.422  0.28
H40 -2.971 1.932 -7.049  0.28
H41 -2.530 3.588 -6.696  0.41
H42 0.415 3.494 -4.973  0.24
H43 0.329 4.483 -6.421  0.34
H44 1.629 3.322 -6.220  0.29
H45 -0.876 1.596 -9.287  0.33
H46 0.784 2.102 -9.042  0.27
H47 -0.498 3.298 -9.098  0.38